Molecular formula: C28H53N7O19
Method: DFT, ωB97M-V/def2-TZVPD

Results
E_LUMO = -2.125 eV
DFT total energy = -2910.890336 hartree
HOMO-LUMO gap = 6.74 eV
charge = 0
structure (SMILES) = O=C1C=C(O)C(=O)C=C1O.O=C1C=C(O)C(=O)C=C1O.C[N+](=O)[O-].C[N+](=O)[O-].C[N+](=O)[O-].C[N+](=O)[O-].COC[C@H](C)N.COC[C@H](C)N.COC[C@H](C)N

XYZ file:
```
107
Properties=species:S:1:pos:R:3:forces:R:3:mulliken_charge:R:1
O 9.664 -5.421 -5.647 -4.513 2.670 2.360 -0.62
C 8.734 -4.652 -5.170 3.628 0.439 -2.347 0.63
C 8.727 -3.177 -5.388 0.267 -0.146 0.235 -0.60
C 7.843 -2.336 -4.809 -0.855 1.225 -0.734 0.56
O 7.898 -1.007 -5.164 0.886 -1.077 0.224 -0.53
C 6.723 -2.829 -3.886 -1.731 4.694 0.476 0.37
O 5.887 -2.040 -3.301 3.401 -2.898 -2.360 -0.62
C 6.703 -4.218 -3.820 -2.219 -0.723 2.273 -0.67
C 7.562 -5.032 -4.359 2.434 -4.684 -0.380 0.48
O 7.555 -6.370 -4.049 -1.210 1.130 0.372 -0.52
H 9.455 -2.726 -6.045 0.113 -0.198 -0.126 0.40
H 7.067 -0.535 -5.255 -0.494 -0.409 0.582 0.34
H 6.000 -4.601 -3.095 -0.222 -0.363 -0.136 0.42
H 8.211 -6.883 -4.527 0.503 0.350 -0.437 0.35
O -7.605 -3.402 5.079 0.276 -0.259 -0.186 -0.53
C -6.814 -2.809 5.755 0.840 2.317 1.416 0.45
C -7.137 -2.029 6.973 1.328 -0.008 1.223 -0.79
C -6.171 -1.552 7.856 -4.456 -0.190 0.139 0.55
O -6.626 -0.970 8.993 0.538 -0.208 -0.647 -0.51
C -4.737 -1.696 7.716 1.226 -1.254 -2.063 0.45
O -3.881 -1.594 8.566 -0.666 0.695 0.692 -0.59
C -4.437 -2.148 6.370 0.893 -0.113 -1.267 -0.68
C -5.315 -2.617 5.483 -1.069 -1.936 -0.513 0.69
O -4.986 -3.253 4.351 0.011 0.180 -0.289 -0.46
H -8.180 -1.954 7.240 -0.017 0.149 0.156 0.42
H -5.821 -0.711 9.448 0.253 0.281 0.732 0.32
H -3.434 -2.218 5.976 0.542 0.218 0.673 0.34
H -4.050 -3.464 4.324 0.320 0.130 -0.072 0.32
C 0.155 0.522 0.524 1.466 -0.214 0.804 -0.63
N 0.817 -0.285 1.648 0.326 0.393 1.872 0.80
O 0.690 -1.494 1.617 0.114 0.807 -0.053 -0.49
O 1.445 0.336 2.552 -1.547 -1.149 -2.381 -0.51
H 0.967 1.225 0.339 -0.432 0.206 -0.550 0.27
H -0.728 1.047 0.888 0.136 -0.304 0.122 0.26
H -0.026 -0.180 -0.291 -0.071 0.270 0.186 0.29
C 0.516 -7.852 7.366 -0.209 0.034 0.161 -0.64
N 0.953 -6.929 6.286 1.082 -0.346 -1.864 0.81
O 2.062 -6.420 6.393 -0.897 -0.191 0.341 -0.50
O 0.256 -6.819 5.280 0.107 -0.066 1.234 -0.51
H 1.270 -7.767 8.148 -0.592 0.228 0.181 0.30
H 0.483 -8.894 7.049 0.224 0.240 -0.601 0.27
H -0.519 -7.576 7.568 0.274 0.104 0.555 0.26
C 1.924 3.338 8.722 -0.054 -0.451 0.576 -0.70
N 1.653 4.790 8.433 -1.298 -2.318 0.795 0.87
O 2.536 5.324 7.868 1.739 2.124 -1.272 -0.51
O 0.577 5.257 8.752 0.204 0.008 0.048 -0.53
H 1.152 2.725 8.257 -0.011 0.221 0.129 0.27
H 1.929 3.205 9.804 -0.335 0.070 -0.067 0.27
H 2.915 3.062 8.363 -0.248 0.343 -0.216 0.32
C 5.938 4.018 0.490 0.221 -0.862 0.336 -0.70
N 6.525 5.362 0.815 -1.180 -0.732 -1.168 0.87
O 6.813 6.075 -0.107 0.600 0.628 -0.782 -0.52
O 6.560 5.661 1.973 0.297 0.061 1.084 -0.51
H 5.782 3.747 -0.554 0.015 1.101 -0.124 0.30
H 5.005 3.979 1.052 0.271 -0.276 0.033 0.28
H 6.673 3.278 0.808 -0.224 0.072 0.615 0.28
C -0.896 5.555 -4.349 1.198 0.272 0.625 -0.79
O 0.448 5.083 -4.620 -1.416 -0.552 -0.382 -0.28
C 1.371 6.037 -5.118 0.673 -0.519 1.667 -0.62
C 2.818 5.418 -4.817 -1.451 1.648 -2.299 0.20
C 3.907 6.341 -5.396 0.684 -0.313 1.739 -1.40
N 2.939 4.152 -5.531 -0.273 -0.368 0.801 -0.75
H -0.834 6.173 -3.453 -0.087 0.279 0.139 0.32
H -1.555 4.728 -4.080 0.317 -0.229 -0.389 0.26
H -1.351 6.172 -5.124 0.204 -0.209 -0.396 0.30
H 1.205 6.255 -6.173 0.127 -0.075 -0.250 0.31
H 1.205 6.937 -4.526 0.315 0.498 -0.119 0.40
H 2.850 5.295 -3.734 0.408 -0.118 -0.105 0.37
H 4.858 5.858 -5.175 0.105 -0.332 -0.367 0.38
H 4.029 7.241 -4.792 -0.513 0.484 -0.397 0.38
H 3.873 6.529 -6.469 -0.382 0.035 0.144 0.30
H 2.254 3.549 -5.097 -0.076 -0.505 0.042 0.34
H 2.542 4.307 -6.447 0.173 -0.004 -0.444 0.28
C -1.367 -8.774 -9.658 0.462 -0.642 0.085 -0.73
O -0.409 -8.295 -8.707 -0.443 0.447 -0.298 -0.32
C -0.579 -6.893 -8.532 -1.766 0.616 1.576 -0.73
C 0.363 -6.257 -7.463 0.168 0.422 -2.750 0.40
C 0.028 -4.749 -7.144 -1.091 -1.139 0.302 -1.31
N 1.652 -6.374 -8.104 1.996 -0.160 0.603 -0.76
H -1.183 -9.842 -9.771 0.216 0.091 -0.151 0.27
H -1.291 -8.275 -10.624 0.376 0.089 -0.123 0.32
H -2.422 -8.703 -9.394 -0.027 0.422 0.731 0.30
H -0.541 -6.400 -9.503 0.325 0.309 -0.057 0.36
H -1.576 -6.734 -8.121 -0.680 -0.045 -0.259 0.33
H 0.316 -6.934 -6.610 0.109 0.430 0.341 0.30
H 0.587 -4.256 -6.349 0.325 -0.633 0.083 0.36
H -1.013 -4.776 -6.821 -0.164 0.205 0.274 0.34
H 0.016 -4.016 -7.950 0.360 -0.573 -0.618 0.32
H 1.774 -7.326 -8.417 0.140 -0.292 0.190 0.31
H 1.724 -5.844 -8.961 -0.299 0.457 0.072 0.26
C -6.870 3.942 2.642 0.351 0.348 -1.136 -0.76
O -5.941 4.327 3.629 -0.589 -0.937 1.078 -0.34
C -5.972 5.631 4.267 -0.621 -1.165 -0.862 -0.54
C -7.239 5.842 5.153 0.231 0.469 0.130 0.54
C -7.391 7.240 5.808 0.895 -0.400 -0.202 -1.36
N -7.332 4.821 6.227 -0.208 0.085 -1.015 -0.80
H -7.943 4.111 2.732 -0.115 0.101 1.066 0.30
H -6.719 2.886 2.415 0.042 -0.058 0.421 0.27
H -6.658 4.437 1.694 0.332 0.370 -0.259 0.32
H -5.022 5.594 4.801 -0.234 0.494 0.302 0.25
H -5.902 6.254 3.376 -0.180 1.143 0.547 0.35
H -8.081 5.688 4.477 -0.172 0.204 -0.305 0.19
H -7.561 8.010 5.054 0.016 0.065 0.109 0.35
H -6.497 7.471 6.388 0.372 0.095 -0.313 0.32
H -8.143 7.306 6.593 -0.516 -0.402 -0.424 0.36
H -8.328 4.816 6.399 -0.365 0.247 0.884 0.27
H -7.304 3.949 5.717 0.762 -0.672 -0.022 0.30
```
Forces are in eV/Å.